a | Here is a cluster of 8 separate species, C7H28FN14O7 in total from the Open Molecules 2025 dataset. Energies are from wB97M-V/def2-TZVPD.

CARTESIAN COORDINATES (ANGSTROEM)
F  7.955  -16.288  -6.208
C  6.169  -15.653  -2.960
O  5.870  -15.408  -1.790
N  7.441  -15.947  -3.351
N  5.280  -15.522  -4.003
H  8.216  -15.867  -2.721
H  7.717  -16.024  -4.339
H  4.444  -15.008  -3.799
H  5.758  -15.547  -4.886
C  5.044  -13.589  -8.268
O  5.824  -12.981  -8.975
N  3.765  -13.097  -8.060
N  5.413  -14.637  -7.482
H  3.115  -13.416  -7.377
H  3.786  -12.245  -8.604
H  4.732  -15.130  -6.942
H  6.367  -14.929  -7.376
C  11.863  -16.693  -5.374
O  11.842  -17.552  -6.253
N  10.758  -16.078  -4.860
N  13.059  -16.221  -4.865
H  9.882  -16.335  -5.297
H  10.724  -15.378  -4.147
H  13.037  -15.583  -4.092
H  13.942  -16.611  -5.128
C  7.917  -12.545  -6.585
O  7.536  -11.376  -6.717
N  7.326  -13.321  -5.599
N  9.055  -13.114  -7.119
H  6.573  -12.941  -5.065
H  7.663  -14.258  -5.463
H  8.961  -14.112  -7.202
H  9.649  -12.553  -7.697
C  7.881  -19.908  -5.234
O  8.053  -21.120  -5.067
N  8.755  -19.046  -5.838
N  6.747  -19.287  -4.754
H  9.676  -19.361  -6.090
H  8.604  -18.048  -5.909
H  6.115  -19.809  -4.180
H  6.619  -18.291  -4.780
C  4.474  -18.478  -6.995
O  3.358  -18.900  -7.294
N  4.739  -17.315  -6.280
N  5.648  -18.978  -7.545
H  5.657  -16.903  -6.264
H  3.964  -16.858  -5.837
H  6.542  -18.825  -7.110
H  5.532  -19.779  -8.141
C  8.793  -15.917  -10.019
O  9.570  -15.821  -10.971
N  9.153  -15.604  -8.725
N  7.548  -16.488  -10.119
H  8.623  -15.950  -7.908
H  10.032  -15.147  -8.588
H  7.127  -16.658  -9.233
H  7.216  -16.854  -10.985

For the gap between HOMO and LUMO, the calculation gives 0.3444 hartree. The value obtained for the HOMO energy is -7.055 eV. As for the total charge: -1.

=====

b | Here is a cluster of 8 separate species, C7H28FN14O7 in total from the Open Molecules 2025 dataset. Energies are from wB97M-V/def2-TZVPD.

CARTESIAN COORDINATES (ANGSTROEM)
F  -19.280  32.318  4.362
C  -20.317  33.845  8.712
O  -20.518  34.021  9.925
N  -19.879  32.640  8.202
N  -20.518  34.842  7.767
H  -19.716  32.415  7.239
H  -19.641  31.954  8.896
H  -20.561  35.806  8.014
H  -20.467  34.459  6.840
C  -15.608  31.811  3.991
O  -14.378  31.827  4.044
N  -16.449  32.350  4.929
N  -16.259  31.230  2.920
H  -16.184  32.708  5.821
H  -17.433  32.317  4.639
H  -15.744  30.662  2.281
H  -17.242  31.374  2.782
C  -22.191  35.047  4.764
O  -22.982  35.983  4.880
N  -22.343  33.845  5.453
N  -21.069  35.107  3.937
H  -21.585  33.186  5.346
H  -23.053  33.837  6.158
H  -20.642  35.943  3.590
H  -20.557  34.251  3.822
C  -16.375  35.633  3.133
O  -16.629  35.806  1.948
N  -17.297  35.060  3.991
N  -15.135  35.851  3.719
H  -16.936  34.941  4.918
H  -18.070  34.501  3.692
H  -14.892  35.193  4.435
H  -14.408  36.235  3.147
C  -21.207  30.013  2.547
O  -21.990  29.146  2.183
N  -19.839  29.853  2.502
N  -21.594  31.206  3.142
H  -19.202  30.521  2.899
H  -19.437  29.065  2.033
H  -22.579  31.394  3.188
H  -20.949  31.703  3.754
C  -19.351  29.315  6.529
O  -19.366  28.512  7.470
N  -20.511  29.869  6.021
N  -18.231  29.724  5.834
H  -21.413  29.760  6.433
H  -20.389  30.548  5.292
H  -17.332  29.355  6.061
H  -18.394  30.431  5.139
C  -19.990  34.152  0.986
O  -19.890  35.086  0.190
N  -21.047  33.257  1.066
N  -18.979  33.809  1.864
H  -20.955  32.548  1.776
H  -21.864  33.533  0.557
H  -19.162  33.071  2.521
H  -18.189  34.432  1.972

For the gap between HOMO and LUMO, the calculation gives 0.3585 hartree. The value obtained for the HOMO energy is -7.394 eV. As for the total charge: -1.

=====

Result of the stability comparison: b is the most stable of them.

=====

a | Here is a cluster of 2 separate species, C6H6N4O3 in total from the Open Molecules 2025 dataset. Energies are from wB97M-V/def2-TZVPD.

CARTESIAN COORDINATES (ANGSTROEM)
C  -1.198  1.558  -0.148
C  0.463  3.083  -0.145
C  -0.284  0.452  0.307
C  1.102  0.936  0.305
C  -2.729  -1.005  -0.231
C  2.023  -1.147  -0.037
N  -0.839  2.768  -0.268
N  1.426  2.234  0.173
N  -0.714  -0.718  0.508
N  2.124  0.024  0.375
O  -3.163  -2.190  0.291
O  1.289  -1.474  -1.112
O  2.832  -2.161  0.398
H  -2.250  1.270  -0.012
H  0.841  4.160  -0.299
H  -2.753  -1.160  -1.363
H  -2.612  -2.291  1.147
H  1.097  -2.412  -1.058
H  3.347  -1.929  1.170

For the gap between HOMO and LUMO (alpha / beta), the calculation gives 0.2484 / 0.2483 hartree. The value obtained for the HOMO energy (alpha / beta) is -8.092 / -7.651 eV. As for the total charge: 0.

=====

b | Here is an isolated molecule of C6H6N4O3 from the Open Molecules 2025 dataset. Energies are from wB97M-V/def2-TZVPD.

CARTESIAN COORDINATES (ANGSTROEM)
C  0.354  -0.945  -0.547
C  1.270  -0.008  -0.202
C  -0.717  -0.676  -1.526
C  2.318  1.908  1.383
C  1.529  2.203  0.226
C  -2.070  -1.099  -1.197
N  2.396  -0.233  0.605
N  2.955  0.657  1.249
N  1.032  1.301  -0.518
N  -2.463  -1.621  -0.082
O  -0.512  -0.051  -2.519
O  -3.855  -1.828  -0.006
O  -1.903  -2.069  0.903
H  0.483  -2.005  -0.225
H  3.158  2.714  1.512
H  1.629  2.047  2.401
H  -4.179  -2.541  0.560
H  1.408  3.184  -0.123
H  -2.834  -0.938  -1.894

For the gap between HOMO and LUMO, the calculation gives 0.2884 hartree. The value obtained for the HOMO energy is -8.850 eV. As for the structure (SMILES): O=C(/C=C1\N=CCN=N1)/C=[N+](\[O-])O. As for the total charge: 0.

=====

Result of the stability comparison: a is the most stable of them.

=====

a | Here is the ion C6H13N with charge -1 from the Open Molecules 2025 dataset. Energies are from wB97M-V/def2-TZVPD.

CARTESIAN COORDINATES (ANGSTROEM)
C  -2.176  1.172  0.815
C  -0.729  0.727  0.839
C  -0.360  0.578  -1.177
C  0.167  -0.303  -0.088
C  -0.394  -1.656  -0.147
C  2.513  -0.501  -0.648
N  1.543  -0.061  0.358
H  -2.448  1.374  1.855
H  -2.850  0.381  0.478
H  -2.320  2.070  0.212
H  -0.630  0.019  1.707
H  -0.037  1.545  1.022
H  -1.089  -0.005  -1.730
H  0.199  1.428  -1.554
H  -0.696  -2.190  0.756
H  -0.470  -2.224  -1.071
H  2.112  -1.384  -1.140
H  2.465  0.240  -1.453
H  3.510  -0.612  -0.237
H  1.690  -0.599  1.204

The spin multiplicity is 2. For the gap between HOMO and LUMO (alpha / beta), the calculation gives 0.1887 / 0.1884 hartree. The value obtained for the HOMO energy (alpha / beta) is -0.836 / -0.895 eV. As for the total charge: -1. The expectation value of S² is 0.75.

=====

b | Here is the ion C6H13N with charge -1 from the Open Molecules 2025 dataset. Energies are from wB97M-V/def2-TZVPD.

CARTESIAN COORDINATES (ANGSTROEM)
C  -0.668  -0.006  -1.971
N  -0.652  0.142  -0.507
C  -0.218  1.556  -0.238
C  0.404  1.637  1.134
C  0.619  0.091  1.431
C  0.388  -0.714  0.138
C  -0.194  -2.100  0.385
H  0.146  0.501  -2.514
H  -0.590  -1.088  -2.132
H  -1.625  0.299  -2.424
H  -1.148  2.104  -0.404
H  0.572  1.770  -0.977
H  1.263  2.307  1.178
H  -0.160  1.952  2.016
H  -0.103  -0.188  2.193
H  1.647  -0.119  1.757
H  1.304  -0.686  -0.474
H  -1.184  -2.269  -0.024
H  0.517  -2.831  -0.011
H  -0.316  -2.362  1.442

The spin multiplicity is 2. For the gap between HOMO and LUMO (alpha / beta), the calculation gives 0.0967 / 0.3377 hartree. The value obtained for the HOMO energy (alpha / beta) is 1.603 / -5.050 eV. As for the total charge: -1. The expectation value of S² is 0.75.

=====

Result of the stability comparison: b is the most stable of them.

=====

a | Here is a structure of composition C18H23Br3Cl6O15 from the Open Molecules 2025 dataset. Energies are from wB97M-V/def2-TZVPD.

CARTESIAN COORDINATES (ANGSTROEM)
C  0.723  -3.668  0.583
Br  -1.112  -2.953  0.414
Br  1.101  -5.075  -0.682
Br  1.036  -4.321  2.385
H  1.394  -2.834  0.426
C  -3.138  -1.645  -4.898
Cl  -2.770  -3.220  -4.107
Cl  -4.590  -0.966  -4.199
Cl  -3.296  -1.851  -6.639
H  -2.289  -1.001  -4.721
C  0.024  0.239  -0.915
Cl  0.993  1.569  -1.542
Cl  -1.409  0.046  -1.982
Cl  -0.472  0.529  0.741
H  0.580  -0.689  -0.960
C  -4.201  -0.642  1.141
C  -5.417  0.142  1.669
O  -4.900  0.946  2.752
C  -3.561  0.766  2.820
O  -2.867  1.330  3.599
O  -3.143  -0.083  1.887
H  -4.011  -0.443  0.084
H  -4.280  -1.717  1.311
H  -6.107  -0.560  2.128
H  -5.783  0.781  0.871
C  1.250  1.153  -5.639
C  -0.052  0.619  -5.080
O  -0.509  -0.275  -6.088
C  0.110  -0.020  -7.260
O  -0.202  -0.481  -8.304
O  1.109  0.884  -7.047
H  2.138  0.670  -5.230
H  1.361  2.237  -5.628
H  -0.838  1.378  -5.034
H  0.101  0.078  -4.154
C  2.389  4.257  2.209
C  1.787  2.993  1.562
O  2.559  1.939  2.075
C  3.183  2.376  3.189
O  3.822  1.640  3.883
O  3.034  3.684  3.375
H  1.620  4.939  2.563
H  3.119  4.788  1.600
H  1.919  3.130  0.491
H  0.724  3.001  1.799
C  4.463  -0.144  -0.863
C  5.260  -0.931  0.175
O  4.270  -1.519  1.003
C  3.069  -1.102  0.648
O  2.035  -1.375  1.172
O  3.119  -0.365  -0.501
H  4.719  -0.518  -1.852
H  4.849  0.868  -0.726
H  5.899  -0.289  0.783
H  5.938  -1.634  -0.310
C  -0.732  0.029  4.654
C  -1.008  -1.197  3.794
O  -2.365  -1.561  4.130
C  -2.796  -0.824  5.162
O  -3.880  -0.918  5.638
O  -1.873  0.076  5.540
H  -0.763  0.956  4.086
H  0.147  -0.131  5.271
H  -0.409  -2.075  4.027
H  -1.073  -1.021  2.722

For the gap between HOMO and LUMO, the calculation gives 0.3657 hartree. The value obtained for the HOMO energy is -10.266 eV. As for the total charge: 0.

=====

b | Here is a structure of composition C18H23Br3Cl6O15 from the Open Molecules 2025 dataset. Energies are from wB97M-V/def2-TZVPD.

CARTESIAN COORDINATES (ANGSTROEM)
C  13.682  13.286  21.512
Br  11.853  14.161  21.355
Br  13.934  11.818  20.263
Br  14.012  12.577  23.316
H  14.428  14.061  21.337
C  10.928  14.990  17.368
Cl  11.176  13.369  18.180
Cl  9.467  15.712  17.978
Cl  10.844  14.790  15.612
H  11.802  15.602  17.591
C  13.266  16.258  20.400
Cl  14.256  17.567  19.743
Cl  11.865  16.090  19.263
Cl  12.724  16.572  22.051
H  13.803  15.309  20.384
C  10.119  15.545  21.662
C  8.920  16.349  22.110
O  9.309  17.164  23.240
C  10.642  16.945  23.380
O  11.320  17.543  24.263
O  11.086  16.071  22.445
H  10.384  15.747  20.624
H  10.004  14.473  21.821
H  8.212  15.629  22.520
H  8.652  16.979  21.261
C  14.502  17.031  17.001
C  13.176  16.538  17.472
O  12.729  15.696  16.491
C  13.385  15.913  15.355
O  13.067  15.460  14.293
O  14.420  16.789  15.618
H  15.353  16.527  17.460
H  14.652  18.110  16.991
H  12.401  17.304  17.454
H  13.276  15.991  18.410
C  15.042  19.471  22.724
C  14.414  18.228  22.087
O  15.106  17.165  22.608
C  15.685  17.585  23.706
O  16.287  16.779  24.429
O  15.605  18.872  23.898
H  14.285  20.185  23.050
H  15.809  19.970  22.131
H  14.594  18.379  21.023
H  13.349  18.315  22.300
C  16.652  16.250  20.183
C  17.488  15.646  21.195
O  16.578  15.129  22.142
C  15.361  15.451  21.851
O  14.327  15.217  22.505
O  15.333  16.037  20.627
H  16.917  15.758  19.247
H  17.075  17.253  20.229
H  18.137  16.382  21.668
H  18.165  14.943  20.709
C  13.236  16.183  24.819
C  12.777  15.034  23.944
O  11.442  14.784  24.328
C  11.141  15.508  25.426
O  10.014  15.519  25.968
O  12.175  16.314  25.782
H  13.253  17.134  24.286
H  14.131  15.890  25.367
H  13.284  14.083  24.104
H  12.636  15.257  22.886

For the gap between HOMO and LUMO, the calculation gives 0.2734 hartree. The value obtained for the HOMO energy is -7.949 eV. As for the total charge: 0.

=====

Result of the stability comparison: a is the most stable of them.

=====

a | Here is a cluster of 2 separate species, C2H6O2S2 in total from the Open Molecules 2025 dataset. Energies are from wB97M-V/def2-TZVPD.

CARTESIAN COORDINATES (ANGSTROEM)
C  2.280  0.419  -2.196
S  1.087  0.910  -0.990
S  1.387  -0.396  0.677
H  2.468  1.298  -2.772
H  3.346  0.152  -1.637
H  1.956  -0.423  -2.845
H  1.898  0.576  1.328
O  -3.739  -0.240  0.853
C  -2.575  -0.110  0.993
O  -1.838  -1.195  1.117
H  -1.951  0.793  0.946
H  -0.921  -0.994  1.448

For the gap between HOMO and LUMO, the calculation gives 0.3455 hartree. The value obtained for the HOMO energy is -9.554 eV. As for the structure (SMILES): O=CO.CSS. As for the total charge: 0.

=====

b | Here is a cluster of 2 separate species, C2H6O2S2 in total from the Open Molecules 2025 dataset. Energies are from wB97M-V/def2-TZVPD.

CARTESIAN COORDINATES (ANGSTROEM)
C  -0.514  -0.169  1.306
S  -1.278  -0.521  -0.282
S  -2.764  -1.813  0.233
H  -0.778  0.753  1.789
H  0.621  -0.063  1.089
H  -0.809  -1.012  1.910
H  -2.860  -2.400  -1.090
O  4.128  1.695  -0.728
C  3.068  1.346  -0.183
O  1.894  2.052  -0.392
H  3.028  0.537  0.530
H  1.972  2.485  -1.214

For the gap between HOMO and LUMO, the calculation gives 0.3195 hartree. The value obtained for the HOMO energy is -8.144 eV. As for the structure (SMILES): O=CO.CSS. As for the total charge: 0.

=====

Result of the stability comparison: a is the most stable of them.